[1]
# C3H6BrI

A structure of composition C3H6BrI (ωB97M-V/def2-TZVPD, OMol25).

XYZ file:
```
11
Properties=species:S:1:pos:R:3:nbo_charge:R:1
I -1.8422 -1.7260 -0.1416 0.078
Br -1.9969 2.0422 0.0455 0.060
C -0.4643 1.0210 0.3041 -0.529
C 0.9190 -0.8432 0.0582 -0.660
C -0.3089 -0.2577 -0.4347 -0.303
H 1.2612 -1.8119 -0.1876 0.241
H 0.4086 1.5870 -0.0815 0.230
H 1.7090 -0.1145 -0.2754 0.208
H 0.8670 -0.7120 1.1493 0.209
H -0.3075 -0.0570 -1.7657 0.244
H -0.2449 0.8721 1.3294 0.221
```

Summary:
* 2S+1: 1
* net charge: 0
* HOMO level: -9.416 eV
* LUMO energy: 0.56 eV
* energy relative to the best compared isomer or geometry (same formula, charge and spin): 28.8 kcal per mole
* electronic energy: -81350.32339 eV

=====

[2]
# C3H6BrNO3

A cluster of 2 separate species, C3H6BrNO3 in total (ωB97M-V/def2-TZVPD, OMol25).

XYZ file:
```
14
Properties=species:S:1:pos:R:3:nbo_charge:R:1
Br -2.3364 0.7721 0.4404 0.134
O 0.1604 -2.0274 -0.9362 -0.389
O -1.6740 -2.0006 0.2382 -0.396
O 0.7076 1.8341 -0.6664 -0.691
N -0.7462 -1.4417 -0.3588 0.389
C -0.7955 -0.0560 -0.4285 0.127
C 0.8622 -0.2521 1.8450 -0.475
C 0.2146 0.6947 -1.2839 -0.181
H -0.1422 2.2651 -0.2501 0.465
H 1.8652 -0.4710 1.2192 0.190
H 0.4522 0.7529 1.8253 0.190
H 1.1435 0.1030 -1.4804 0.246
H 0.4067 -1.1867 2.1934 0.191
H -0.1180 1.0136 -2.3573 0.200
```

Summary:
* 2S+1: 1
* net charge: 0
* HOMO level (spin up / spin down): -9.321 / -9.750 eV
* LUMO energy (spin up / spin down): -2.32 / -0.39 eV
* energy relative to the best compared isomer or geometry (same formula, charge and spin): 108.0 kcal per mole
* electronic energy: -80875.77112 eV